Here is a 2-piece molecular cluster, C4H3O2 overall in a non-equilibrium geometry from the Open Molecules 2025 dataset. Energies are from ωB97M-V with the def2-TZVPD basis set.

Summary:
HOMO in eV: -16.85
Charge: +1
Orbital gap in eV: 10.82
F_max in eV/Å: 6.05
M in u: 83.1
Lowest unoccupied orbital energy in eV: -6.0

Last column: Mulliken charge in e.
CARTESIAN COORDINATES (ANGSTROEM)
C: -0.84 0.24 0.10  0.09
C: 1.56 0.39 -0.17  -0.06
C: 0.37 0.17 -0.92  -0.08
C: 0.50 -0.06 0.66  0.15
O: -1.77 -0.63 -0.14  -0.45
O: 1.00 -0.97 -0.30  -0.05
H: -1.32 1.15 0.30  0.49
H: 3.15 0.36 0.23  0.50
H: -2.65 -0.64 0.25  0.41


Here is a 2-piece molecular cluster, C2H4OSi overall from the Open Molecules 2025 dataset. Energies are from ωB97M-V with the def2-TZVPD basis set.

Summary:
HOMO in eV: -8.90
Orbital gap in eV: 8.48
F_max in eV/Å: 0.91
M in u: 72.1
Lowest unoccupied orbital energy in eV: -0.4

Last column: Mulliken charge in e.
CARTESIAN COORDINATES (ANGSTROEM)
C: 1.99 -0.05 0.55  0.16
C: -0.08 0.94 0.73  -0.36
O: 2.93 -0.67 0.47  -0.13
Si: -1.01 -0.28 -0.32  0.43
H: 0.25 1.84 0.20  0.24
H: -0.75 -0.44 -1.76  -0.12
H: -2.38 0.26 -0.18  -0.11
H: -0.96 -1.60 0.31  -0.11


Here is a 2-piece molecular cluster, C4H11NO overall in a non-equilibrium geometry from the Open Molecules 2025 dataset. Energies are from ωB97M-V with the def2-TZVPD basis set.

Summary:
HOMO in eV: -9.84
Orbital gap in eV: 10.72
F_max in eV/Å: 3.49
M in u: 89.1
Lowest unoccupied orbital energy in eV: 0.9

Last column: Mulliken charge in e.
CARTESIAN COORDINATES (ANGSTROEM)
C: -1.84 -1.55 -0.78  -0.98
C: -0.50 -1.54 -0.16  0.65
N: 0.60 -1.08 -0.87  -0.40
O: -0.30 -1.86 1.00  -0.60
H: -2.12 -2.61 -0.96  0.31
H: -2.03 -1.19 -1.81  0.35
H: -2.51 -1.03 -0.10  0.25
H: 1.54 -0.95 -0.54  0.28
H: 0.52 -0.84 -1.84  0.17
C: 0.23 1.70 1.10  -0.97
C: 1.52 1.39 0.35  -0.55
H: -0.67 1.75 0.48  0.27
H: -0.11 1.11 1.97  0.29
H: 0.20 2.74 1.50  0.32
H: 1.36 1.53 -0.71  0.25
H: 2.32 2.04 0.69  0.40
H: 1.78 0.40 0.69  -0.02


Here is one molecule with the formula C12H17N5O2S in a non-equilibrium geometry from the Open Molecules 2025 dataset. Energies are from ωB97M-V with the def2-TZVPD basis set.

Summary:
HOMO in eV: -8.68
Orbital gap in eV: 9.37
F_max in eV/Å: 1.26
M in u: 295.4
Lowest unoccupied orbital energy in eV: 0.7

Last column: Mulliken charge in e.
CARTESIAN COORDINATES (ANGSTROEM)
C: -4.27 -2.23 1.19  -1.15
C: -3.58 -2.13 -0.17  -0.56
C: -3.25 -0.70 -0.58  -0.67
C: -2.20 -0.06 0.32  0.09
C: -1.73 1.25 -0.17  -0.06
N: -0.63 1.85 0.25  -0.50
C: -0.56 2.99 -0.50  0.33
S: 0.74 4.13 -0.40  -0.15
C: 1.71 3.47 1.01  -0.82
C: 2.64 2.33 0.60  0.66
O: 3.83 2.48 0.46  -0.63
N: 1.97 1.15 0.47  0.11
C: 2.51 -0.05 0.08  0.31
C: 3.87 -0.39 -0.17  -0.18
C: 3.80 -1.71 -0.51  0.21
C: 4.85 -2.69 -0.89  -1.18
O: 2.52 -2.13 -0.46  -0.24
N: 1.73 -1.09 -0.10  -0.33
N: -1.57 3.12 -1.33  -1.09
N: -2.31 2.02 -1.11  0.39
H: -3.60 -1.91 1.98  0.31
H: -5.16 -1.60 1.21  0.29
H: -4.57 -3.25 1.38  0.37
H: -4.24 -2.57 -0.93  0.33
H: -2.66 -2.72 -0.16  0.31
H: -2.88 -0.71 -1.61  0.42
H: -4.17 -0.10 -0.56  0.26
H: -1.32 -0.72 0.40  0.29
H: -2.60 0.07 1.33  0.19
H: 1.00 3.15 1.78  0.38
H: 2.31 4.31 1.35  0.39
H: 0.95 1.17 0.55  0.31
H: 4.71 0.25 -0.11  0.44
H: 4.83 -3.54 -0.21  0.31
H: 5.82 -2.22 -0.86  0.31
H: 4.66 -3.06 -1.90  0.30
H: -3.15 1.86 -1.63  0.25


Here is one molecule with the formula C3H7IN2Si in a non-equilibrium geometry from the Open Molecules 2025 dataset. Energies are from ωB97M-V with the def2-TZVPD basis set.

Summary:
HOMO (alpha / beta) in eV: -7.35 / -8.32
Orbital gap (alpha / beta) in eV: 6.69 / 7.74
F_max in eV/Å: 2.80
M in u: 226.1
Lowest unoccupied orbital energy (alpha / beta) in eV: -0.7 / -0.6

Last column: Mulliken charge in e.
CARTESIAN COORDINATES (ANGSTROEM)
C: -0.94 1.95 -0.58  0.21
C: -0.65 1.19 0.76  -0.81
C: 0.92 -1.53 -1.09  -0.98
N: -0.24 2.00 -1.60  -0.62
N: 0.60 0.59 1.00  -0.16
Si: 1.57 0.13 -0.36  0.26
I: 3.98 0.08 0.07  -0.13
H: -1.95 2.44 -0.45  0.31
H: -0.88 1.91 1.58  0.37
H: -1.43 0.52 0.95  0.29
H: 1.57 -1.99 -1.87  0.33
H: 0.79 -2.12 -0.21  0.30
H: 0.13 -1.27 -1.74  0.34
H: 1.04 1.13 1.77  0.29


Here is one molecule with the formula C4H9NO2 in a non-equilibrium geometry from the Open Molecules 2025 dataset. Energies are from ωB97M-V with the def2-TZVPD basis set.

Summary:
HOMO in eV: -9.37
Orbital gap in eV: 10.11
F_max in eV/Å: 1.95
M in u: 103.1
Lowest unoccupied orbital energy in eV: 0.7

Last column: Mulliken charge in e.
CARTESIAN COORDINATES (ANGSTROEM)
C: 1.10 0.79 1.92  -1.32
C: 0.20 -0.23 1.29  -0.39
N: -0.09 0.17 -0.10  -0.27
C: -0.76 -0.79 -0.93  -0.37
C: -0.97 -0.37 -2.39  0.47
O: -1.81 -0.82 -3.10  -0.53
O: -0.14 0.65 -2.69  -0.50
H: 1.90 1.25 1.33  0.33
H: 0.56 1.66 2.27  0.35
H: 1.60 0.41 2.81  0.37
H: 0.76 -1.16 1.23  0.32
H: -0.72 -0.34 1.89  0.29
H: -0.34 1.15 -0.07  0.23
H: -1.65 -1.22 -0.45  0.37
H: -0.23 -1.77 -0.96  0.28
H: 0.60 0.64 -2.06  0.38


What relative energy (zero: lowest compared OMol25 entry of this formula, charge and spin) values result from the calculations? In sequence: 791.1, 299.3, 81.8, 3.8, 292.5, 132.1 kJ/mol.